Entry 1:
Density functional theory data (ωB97M-V with the def2-TZVPD basis set) for 11 unconnected molecules or ions with the total composition H22O11 in a non-equilibrium geometry.

## Properties
* structure (SMILES): O.O.O.O.O.O.O.O.O.O.O
* HOMO-LUMO gap: 10.20 eV
* energy above the lowest of the compared OMol25 structures with the same formula, charge and spin: 74.35 kcal/mol

Structure (ORCA input):
```
! RIJCOSX wB97M-V def2-TZVPD def2/J DEFGRID3
* xyz 0 1
O 1.208 -0.405 2.850
H 1.947 -0.890 2.365
H 0.474 -0.951 3.160
O 2.086 -1.998 -1.474
H 1.456 -1.668 -2.166
H 2.138 -3.052 -1.536
O -2.969 2.062 1.654
H -2.122 1.560 1.338
H -3.320 1.543 2.471
O 3.130 -0.879 0.808
H 2.848 0.133 0.646
H 3.068 -1.674 0.024
O 0.819 0.792 -2.906
H -0.099 0.791 -2.965
H 1.046 0.078 -3.572
O 1.550 1.297 -0.281
H 1.654 0.959 -1.173
H 0.811 1.901 -0.314
O -0.881 -0.400 0.182
H -0.989 -0.540 -0.844
H -0.054 0.025 0.369
O 0.177 -3.183 1.048
H -0.032 -2.326 1.022
H 0.893 -3.449 0.532
O 0.699 2.391 2.542
H 0.850 2.900 3.349
H 1.165 1.498 2.640
O -3.084 1.426 -1.058
H -3.273 1.704 -0.169
H -3.788 1.792 -1.490
O -2.172 -0.429 -2.485
H -2.677 0.250 -2.137
H -2.550 -1.251 -2.422
*
```

These are the Mulliken partial charges, in e, on atoms 1 to 6: number 1, O, carries -0.63; number 2, H, carries 0.37; number 3, H, carries 0.26; number 4, O, carries -0.59; number 5, H, carries 0.26; number 6, H, carries 0.33


Entry 2:
Density functional theory data (ωB97M-V with the def2-TZVPD basis set) for a gas-phase ion, C11H21N2 (charge +1) in a non-equilibrium geometry.

## Properties
* HOMO-LUMO gap (alpha / beta): 5.74 / 7.37 eV
* energy above the lowest of the compared OMol25 structures with the same formula, charge and spin: 152.52 kcal/mol

Structure (ORCA input):
```
! RIJCOSX wB97M-V def2-TZVPD def2/J DEFGRID3
* xyz 1 1
C 0.402 3.442 0.139
C 0.148 2.291 -0.048
C 1.162 0.393 -1.351
C 2.799 0.407 -1.006
C 2.687 0.408 1.423
C 0.193 0.882 -0.295
C -2.931 1.133 -0.067
C -2.166 -0.778 -1.246
C -2.644 -1.116 1.258
C 3.434 -1.509 0.308
C -2.115 -0.164 0.183
N 3.136 -0.057 0.238
N -0.635 0.069 0.545
H 0.505 4.466 0.107
H 0.994 0.943 -2.313
H 1.005 -0.603 -1.500
H 3.218 -0.087 -1.764
H 2.989 1.422 -1.016
H 2.730 1.510 1.557
H 2.435 -0.232 2.169
H -3.916 0.973 -0.368
H -2.839 1.918 0.770
H -2.654 1.778 -0.859
H -1.864 -1.774 -1.146
H -1.486 -0.303 -1.798
H -3.175 -0.644 -1.830
H -2.009 -0.991 2.101
H -3.554 -0.742 1.495
H -2.585 -2.124 0.920
H 3.055 -1.943 1.383
H 3.020 -2.216 -0.497
H 4.545 -1.559 0.101
H -0.154 -0.870 0.466
H -0.755 0.563 1.487
*
```

These are the Mulliken partial charges, in e, on atoms 1 to 6: number 1, C, carries -0.10; number 2, C, carries -1.19; number 3, C, carries -1.03; number 4, C, carries -1.39; number 5, C, carries -0.59; number 6, C, carries 0.12


Entry 3:
Density functional theory data (ωB97M-V with the def2-TZVPD basis set) for 6 unconnected molecules or ions with the total composition C4H20N2O5 in a non-equilibrium geometry.

## Properties
* HOMO-LUMO gap (alpha / beta): 10.87 / 6.12 eV
* energy above the lowest of the compared OMol25 structures with the same formula, charge and spin: 1.71 kcal/mol

Structure (ORCA input):
```
! RIJCOSX wB97M-V def2-TZVPD def2/J DEFGRID3
* xyz 1 2
C 0.564 0.305 -2.558
C 0.611 1.162 -1.299
C -0.678 0.985 -0.471
N 0.554 0.454 2.152
C -0.067 1.639 1.781
N -0.675 1.877 0.662
H 0.623 -0.775 -2.295
H -0.338 0.579 -3.194
H 1.425 0.499 -3.163
H 1.526 0.894 -0.681
H 0.728 2.206 -1.547
H -0.853 -0.083 -0.193
H -1.551 1.328 -1.065
H 1.253 0.545 2.901
H 0.872 -0.155 1.416
H -0.125 2.399 2.577
H 2.094 -2.081 0.343
H 0.596 -1.907 0.159
O 1.446 -1.425 0.132
H -2.715 -0.768 2.198
H -1.172 -0.714 2.442
O -1.931 -1.340 2.338
H 1.842 3.124 0.908
H 2.989 2.065 0.881
O 2.358 2.493 1.436
H -1.388 -2.647 -0.473
H -1.321 -2.406 1.048
O -0.849 -2.802 0.312
H -1.715 -2.347 -2.778
H -1.973 -1.080 -1.986
O -2.131 -2.025 -1.985
*
```

These are the Mulliken partial charges, in e, on atoms 1 to 6: number 1, C, carries -1.30; number 2, C, carries 0.20; number 3, C, carries -0.18; number 4, N, carries -0.24; number 5, C, carries -0.02; number 6, N, carries -0.21


Entry 4:
Density functional theory data (ωB97M-V with the def2-TZVPD basis set) for a single C7H14N2 molecule in a non-equilibrium geometry.

## Properties
* structure (SMILES): [H]/N=C(C)\C=C(/C)N(C)C
* HOMO-LUMO gap: 8.52 eV
* energy above the lowest of the compared OMol25 structures with the same formula, charge and spin: 84.33 kcal/mol

Structure (ORCA input):
```
! RIJCOSX wB97M-V def2-TZVPD def2/J DEFGRID3
* xyz 0 1
H 2.410 -1.484 0.740
N 2.958 -0.620 0.705
C 2.237 0.407 0.525
C 2.832 1.761 0.278
C 0.462 0.358 0.643
C 0.012 -0.266 -0.383
C 0.460 -1.141 -1.491
N -1.702 -0.263 -0.163
C -2.373 -1.458 0.314
C -2.426 0.962 0.126
H 3.921 1.705 0.189
H 2.415 2.198 -0.633
H 2.591 2.418 1.118
H 0.102 0.984 1.439
H 0.820 -2.109 -1.132
H -0.391 -1.317 -2.156
H 1.267 -0.664 -2.055
H -2.801 -1.317 1.321
H -3.200 -1.723 -0.360
H -1.704 -2.322 0.373
H -2.393 1.229 1.194
H -3.488 0.866 -0.144
H -2.010 1.795 -0.449
*
```

These are the Mulliken partial charges, in e, on atoms 1 to 6: number 1, H, carries 0.27; number 2, N, carries -0.69; number 3, C, carries 0.59; number 4, C, carries -1.19; number 5, C, carries -0.24; number 6, C, carries 0.38


Entry 5:
Density functional theory data (ωB97M-V with the def2-TZVPD basis set) for a gas-phase ion, C11H16NS2 (charge +1) in a non-equilibrium geometry.

## Properties
* structure (SMILES): C[C@H]1CS[C@]2(CCCc3sccc32)[NH2+]1
* HOMO-LUMO gap: 9.11 eV
* energy above the lowest of the compared OMol25 structures with the same formula, charge and spin: 28.23 kcal/mol

Structure (ORCA input):
```
! RIJCOSX wB97M-V def2-TZVPD def2/J DEFGRID3
* xyz 1 1
C -3.045 1.166 0.507
C -2.066 0.166 -0.011
C -1.970 0.120 -1.584
S -0.162 -0.120 -1.949
C 0.430 -0.300 -0.174
C 0.507 -1.617 0.409
C 1.672 -2.417 -0.030
C 2.979 -1.730 0.291
C 2.906 -0.247 0.113
S 4.307 0.769 -0.042
C 3.304 2.036 -0.655
C 1.987 1.713 -0.726
C 1.748 0.434 -0.271
N -0.758 0.593 0.520
H -2.900 2.138 -0.095
H -3.240 1.213 1.638
H -4.095 0.850 0.264
H -2.090 -0.833 0.355
H -2.506 -0.852 -1.948
H -2.426 1.003 -2.101
H -0.435 -2.072 0.127
H 0.567 -1.455 1.538
H 1.665 -2.605 -1.214
H 1.657 -3.317 0.451
H 3.897 -2.147 -0.140
H 3.205 -1.773 1.351
H 3.713 3.013 -0.859
H 1.253 2.338 -1.210
H -0.534 1.605 0.348
H -0.696 0.436 1.464
*
```

These are the Mulliken partial charges, in e, on atoms 1 to 6: number 1, C, carries -1.30; number 2, C, carries -0.08; number 3, C, carries -0.60; number 4, S, carries -0.02; number 5, C, carries 1.61; number 6, C, carries -0.70


Entry 6:
Density functional theory data (ωB97M-V with the def2-TZVPD basis set) for a molecular structure, C29H52GeN6O8P2S4Si3Zr in a non-equilibrium geometry.

## Properties
* HOMO-LUMO gap (alpha / beta): 5.91 / 7.05 eV

Structure (ORCA input):
```
! RIJCOSX wB97M-V def2-TZVPD def2/J DEFGRID3
* xyz -1 2
Zr 1.333 -3.950 -19.736
N 2.708 -5.228 -22.955
C 1.593 -5.366 -22.226
S 1.655 -6.505 -20.934
N 0.475 -4.623 -22.414
N -0.226 -4.613 -21.227
C -1.539 -4.618 -21.208
C -2.261 -4.856 -20.006
C -3.637 -5.261 -19.934
C -4.374 -5.186 -18.754
C -3.760 -4.830 -17.569
C -2.419 -4.643 -17.543
C -1.602 -4.667 -18.728
O -0.305 -4.465 -18.640
H 3.588 -5.565 -22.532
H 2.714 -4.537 -23.694
H -2.060 -4.242 -22.073
H -4.116 -5.436 -20.922
H -5.434 -5.423 -18.745
H -4.366 -4.753 -16.673
H -1.964 -4.188 -16.672
O 5.702 -4.063 -19.251
P 4.615 -4.817 -20.128
O 5.073 -5.542 -21.371
O 3.355 -3.937 -20.283
O 4.263 -5.995 -18.938
P 3.382 -5.676 -17.621
O 4.122 -4.476 -16.877
O 3.378 -6.965 -16.864
O 2.051 -5.021 -18.071
H 6.406 -3.594 -19.710
H 5.101 -4.639 -16.744
S 1.068 -1.538 -18.496
C 1.398 -1.168 -20.100
N 1.083 -1.984 -21.067
C 1.526 -1.443 -22.265
C 1.251 -1.888 -23.511
C 2.053 -1.439 -24.586
C 3.060 -0.503 -24.431
C 3.213 0.110 -23.100
C 2.362 -0.336 -22.091
S 2.244 0.306 -20.543
H 0.454 -2.577 -23.783
H 1.910 -1.876 -25.595
H 3.842 -0.222 -25.166
H 3.921 0.857 -22.964
C 5.662 -9.308 -15.563
Si 4.040 -10.251 -15.691
C 4.086 -11.882 -14.695
C 3.621 -10.590 -17.522
Ge 2.271 -8.723 -15.052
Si 0.427 -10.236 -14.379
C 0.159 -11.825 -15.452
C 0.684 -10.714 -12.598
C -1.259 -9.323 -14.219
Si 3.011 -7.520 -12.986
C 4.401 -6.312 -13.224
C 1.533 -6.699 -12.087
C 3.653 -8.961 -11.879
H 6.340 -9.763 -16.241
H 5.958 -9.289 -14.505
H 5.504 -8.263 -15.863
H 4.939 -12.487 -14.940
H 3.165 -12.409 -15.022
H 4.064 -11.735 -13.598
H 4.475 -11.148 -17.782
H 3.605 -9.719 -18.114
H 2.685 -11.136 -17.777
H 0.987 -12.569 -15.397
H 0.000 -11.583 -16.493
H -0.775 -12.287 -15.125
H -0.126 -11.300 -12.290
H 0.608 -9.935 -11.823
H 1.586 -11.347 -12.423
H -2.031 -10.042 -14.549
H -1.463 -8.518 -14.904
H -1.501 -9.114 -13.161
H 4.087 -5.247 -13.071
H 4.836 -6.266 -14.259
H 5.276 -6.535 -12.531
H 1.171 -5.790 -12.531
H 1.801 -6.433 -11.083
H 0.647 -7.392 -12.034
H 4.362 -8.601 -11.138
H 4.075 -9.770 -12.420
H 2.871 -9.416 -11.277
C 7.493 -5.668 -27.781
N 7.418 -7.152 -27.560
C 7.645 -8.050 -28.707
C 7.180 -7.635 -26.288
S 6.432 -9.165 -26.120
N 7.741 -6.884 -25.274
C 9.154 -6.556 -25.403
C 7.090 -6.902 -23.976
H 8.492 -5.250 -27.536
H 6.804 -5.130 -27.098
H 7.279 -5.537 -28.839
H 7.525 -7.498 -29.652
H 6.919 -8.847 -28.768
H 8.665 -8.445 -28.672
H 9.646 -7.097 -26.257
H 9.714 -6.745 -24.490
H 9.245 -5.470 -25.689
H 6.021 -6.707 -24.130
H 7.561 -6.091 -23.372
H 7.254 -7.858 -23.487
*
```

These are the Mulliken partial charges, in e, on atoms 1 to 6: number 1, Zr, carries 1.63; number 2, N, carries -0.22; number 3, C, carries 0.28; number 4, S, carries -0.25; number 5, N, carries -0.98; number 6, N, carries 0.68